Here is the molecule C2H4N4 in a non-equilibrium geometry from the OMol25 dataset. Energies are from wB97M-V/def2-TZVPD.

Results
ΔE to the lowest compared entry with this formula, charge and spin = 51.61 kcal per mole
Orbital gap = 9.088 eV
Max |F| = 0.0273 Eh/bohr
Molar mass = 84.08 g/mol

Geometry (Å):
N 0.295 0.388 -1.383
N 1.222 -1.656 0.164
N -1.093 1.205 0.352
N 0.696 0.463 -2.440
C -0.154 0.281 -0.150
C 0.373 -0.824 0.631
H -1.995 1.184 -0.108
H -0.756 2.157 0.418
H -0.045 -0.848 1.645
H 1.458 -2.350 0.871